No. 1
74
Properties=species:S:1:pos:R:3:forces:R:3 method="wB97M-V/def2-TZVPD" orbital_gap_ev=8.34
H -1.5069 -3.6067 4.9853 -0.0388 -0.0586 0.0361
Cl 2.6533 -4.5715 1.3986 0.1562 -0.1181 0.2402
C 2.1164 -1.0330 -3.3563 0.1986 0.3080 0.3248
Cl 2.8217 2.5141 -7.1425 -0.0375 0.0073 -0.0090
C 0.2548 -5.5392 -3.3453 0.2126 0.8897 -0.1927
Cl -1.9556 11.9806 -2.0579 0.0053 0.0067 0.0226
H 3.2439 -1.7842 0.9828 0.0127 -0.0643 -0.0662
H 2.7488 -3.0112 3.1409 -0.0729 0.0287 -0.0445
C 4.6417 1.5025 -5.3776 0.0752 -0.1077 0.0213
Cl 3.7546 2.0106 -3.9175 0.0726 0.2093 -0.0533
H -3.7349 -1.8279 8.9291 0.1573 0.0448 -0.3050
H -0.0585 -4.7365 -5.2828 0.0431 0.1373 -0.1671
H 1.7463 -3.8863 -0.7568 -0.0634 -0.0269 -0.2059
C 1.3497 -4.0933 -1.7436 -0.1474 -0.0240 -0.0051
H -8.7952 -2.7242 9.6422 0.0022 0.0426 0.0276
Cl -7.4256 -1.2774 8.4037 0.0283 -0.0045 -0.0183
C 0.7605 -5.2985 -2.0392 0.0372 -0.2311 0.1016
H 2.6039 -0.0849 -3.1664 -0.0502 -0.0867 0.1438
H 0.3249 12.0269 -2.6486 -0.0195 -0.0301 0.0637
C 0.5381 6.9211 -7.6960 -0.0078 -0.0737 -0.0835
H -1.3737 9.7722 -3.8345 -0.0279 -0.0013 0.0636
H 4.2748 -3.8822 2.9650 0.0235 -0.0421 -0.0787
C -3.0087 -2.1357 8.1740 -0.0247 0.1009 0.1610
C 1.4583 -3.0796 -2.7242 -0.0733 -0.3619 0.5841
Cl -1.1497 -1.3511 6.3370 0.0378 0.1987 0.1310
C -6.9948 -2.5554 10.7766 -0.1081 -0.0251 0.0725
H -2.0878 -0.2092 8.1628 0.0368 -0.0465 0.0230
Cl -0.2444 8.2402 -6.7856 -0.0222 0.0586 0.0040
H 1.4519 -6.2932 -0.4698 -0.2404 0.0427 0.3804
C -0.4407 10.1807 -3.4546 0.0426 -0.0404 -0.1183
H -1.8176 -5.4742 3.3189 0.0593 -0.0033 -0.0242
H 1.1210 5.8425 -5.9221 0.0092 0.0621 0.0288
C 1.5759 -1.2489 -4.6396 -0.0778 -0.0589 -0.2614
N 0.6413 -6.3417 -1.0776 0.7969 0.2545 -0.6418
H 5.1406 2.2119 -7.3292 -0.0277 -0.0603 -0.0005
N 2.0629 -1.9044 -2.3847 -0.1351 -0.1193 -0.4487
H 1.6488 -0.4601 -5.3778 -0.0349 0.0709 -0.0980
C -1.0208 -3.5975 4.0157 -0.0805 -0.0777 -0.0204
Cl 5.3687 -2.7081 0.5571 -0.0029 -0.0021 -0.0207
H 4.7394 3.4991 -6.1884 -0.0750 0.0075 0.0400
C -2.4820 -0.9281 7.4466 -0.0327 0.0915 0.0385
C 1.5493 6.1785 -6.8629 -0.0062 -0.1167 -0.0016
H 5.6910 1.4206 -5.1000 0.0052 0.0556 -0.0035
H -0.7380 12.2081 -4.0485 -0.0325 -0.0330 -0.0143
Cl -3.8505 -3.2604 7.0750 0.0090 -0.0374 -0.0169
H -7.4207 -3.5744 8.9254 0.0648 0.0340 -0.0191
C 3.4816 -3.3722 2.4238 0.1028 0.0758 0.0373
H -0.9317 -2.5680 3.6821 0.0506 -0.0073 -0.0491
C 4.4875 2.4897 -6.5039 0.1192 0.0684 -0.0566
Cl 0.0402 9.2175 -2.0341 -0.0205 -0.0123 0.0121
H -0.1951 -6.4908 -3.5843 -0.0797 -0.1090 0.0186
C 0.9400 -3.3087 -4.0121 -0.1657 0.0089 -0.3244
H 4.3971 -1.4503 2.2814 0.0235 -0.0327 0.0271
Cl -1.2083 -4.2880 1.3772 0.0393 -0.0301 -0.0553
H 1.9079 5.3081 -7.4085 -0.0026 0.0112 -0.0399
C 0.3440 -4.5571 -4.2978 -0.2411 -0.6574 0.2998
C -0.5716 11.6462 -3.1309 0.0411 0.0591 -0.0765
H -7.2062 -1.6065 11.2622 0.0537 0.0387 -0.0493
H 0.3312 10.0391 -4.2097 0.0243 0.0232 0.0208
H -0.2510 6.2392 -8.0079 -0.0087 -0.0164 0.0592
H -7.2947 -3.3612 11.4443 0.0252 -0.0442 -0.0469
H -2.2077 -2.6849 8.6635 0.0159 -0.0324 -0.0725
Cl 2.9776 7.1789 -6.4880 0.0095 0.0097 0.0245
C -7.7223 -2.6792 9.4633 -0.0902 -0.0534 -0.0174
H -2.8492 -4.0668 3.0352 0.0145 0.0427 0.0270
H -3.2610 -0.4443 6.8632 0.0021 -0.0512 -0.0475
C -1.8199 -4.4222 3.0439 -0.0380 -0.0426 -0.0246
H 4.2815 0.5161 -5.6616 -0.0538 0.0171 0.0105
Cl 0.6320 -4.2367 4.2636 -0.1387 -0.0016 0.0573
H 0.7547 -7.2190 -1.5751 -0.3316 -0.1279 0.1462
H 0.9930 7.3531 -8.5835 0.0293 0.0616 0.0436
C 4.0163 -2.2202 1.6123 -0.0340 0.0960 0.0269
N 0.9876 -2.3611 -4.9866 0.1459 -0.0138 0.1739
Cl -5.2298 -2.6817 10.5610 -0.1389 -0.0796 0.2853



No. 2
67
Properties=species:S:1:pos:R:3:forces:R:3 method="wB97M-V/def2-TZVPD" orbital_gap_ev=5.45 e_above_lowest_kcal_mol=50.43
H 3.0499 0.6576 -4.3153 0.2703 -0.3065 0.1987
C -2.4418 1.8629 2.4920 1.8187 0.3088 0.3634
C 2.0528 -2.2072 -1.5747 0.8917 -0.7384 -0.0217
C -2.0202 -5.6240 1.9875 0.0946 -0.2311 -0.0065
H -4.3105 2.4578 3.3743 0.2480 -0.1711 -0.2647
C 2.1495 0.1702 -2.4052 1.1010 0.0353 -1.1586
H -2.2813 -8.9773 2.4492 -0.0539 0.1408 -0.3139
H -3.9090 3.3414 -2.8354 0.1277 -0.2811 0.0291
O 1.9395 1.9725 0.1243 2.2798 0.4709 0.5932
H -1.7530 -6.8770 3.7186 -0.1250 -0.1964 -0.6462
C -2.6924 -6.6934 -0.0817 0.2884 0.2862 0.2751
H 5.5654 3.6482 1.4699 -0.0313 -0.0874 -0.0556
H 1.2131 -2.8081 -1.9671 0.2524 0.3112 0.1211
C -1.4882 1.7330 -1.5579 0.8227 0.3133 0.5103
C 5.3383 3.0585 0.5767 -0.0501 -0.0055 -0.1232
C -2.3074 -8.0224 1.9237 -0.0291 0.4489 -0.1448
H 1.6296 1.1339 -2.4540 0.3144 0.0941 0.5701
H 5.9161 3.4576 -0.2617 -0.0439 -0.0493 0.0572
C -1.9930 -6.8603 2.6443 -0.2693 0.4006 -0.3546
N 3.9148 3.1060 0.2894 -0.1304 -0.0387 0.0791
C -2.6807 -7.9380 0.5668 -0.0259 0.1293 0.4082
H 2.2473 -2.5517 -0.5481 0.0024 -0.0645 -0.3362
C 3.2050 1.9803 0.2742 -2.5311 -0.0583 -0.4408
H -3.0078 -6.5962 -1.1247 0.2232 -0.1874 0.2564
C 1.7435 -0.7820 -1.5830 -0.6044 2.9803 1.7644
H -0.1755 3.3040 -3.0272 -0.2903 -0.0330 -0.0446
H -2.3261 -4.1787 -1.1350 0.2602 0.3734 0.1582
H 3.4799 5.0311 1.0119 -0.1062 -0.1626 -0.0959
N -1.8082 1.1342 1.5620 0.2073 0.1057 -0.0259
H 4.1770 0.7354 -2.9495 -0.3363 -0.2838 -0.1546
C -1.4214 2.4655 3.2482 -0.0971 -0.3507 -0.2794
H 2.2277 4.3163 -0.0609 0.2942 -0.0972 0.0492
H 5.6145 2.0179 0.7468 0.1220 0.1315 0.0041
H 1.2240 2.5389 4.2059 -0.0669 -0.0686 -0.1224
C -1.2114 3.3267 -3.3776 -0.2240 0.2281 -0.0401
O -0.3616 1.9424 -1.0646 -1.3081 -0.2765 -0.8084
H -1.6114 4.3492 -3.3173 0.2217 -0.1581 -0.0261
Ga 0.6953 0.2685 0.1956 1.7131 -0.8131 -2.6602
C 3.3018 4.4198 0.1173 0.0895 0.0418 0.0296
C -0.1896 2.0063 2.7109 -1.4406 -0.4178 -1.1598
O -1.8318 -3.1758 0.6132 -0.8192 -2.4734 -1.3999
H -2.2586 0.5524 0.8656 0.4690 -0.2786 -0.0421
H 3.7036 -0.8683 -3.6042 -0.1846 0.5797 0.1040
H -4.3372 2.2346 1.6065 0.0790 -0.0833 0.3207
H -1.5306 3.1509 4.0843 -0.0479 -0.2940 -0.2232
C 3.3313 0.1508 -3.3707 -0.1419 -0.1834 -0.6014
C -3.9125 1.8527 2.5490 -0.9052 0.0172 0.0253
H -2.1465 0.9112 -1.2293 0.2175 0.3118 0.1434
H -1.8187 -4.6990 2.5309 0.1163 -0.2855 -0.2109
H -3.9252 1.6966 -2.1196 0.1011 0.2336 -0.3023
C 1.1939 2.3099 3.1371 0.4720 0.0336 0.1418
C -2.1183 -4.1797 -0.0434 -0.2409 0.9175 1.7862
N -2.0253 2.4435 -2.5552 0.0843 0.1693 -0.2765
C -3.4445 2.3441 -2.8674 0.1150 -0.2799 -0.0578
C -2.3011 -5.5305 0.6131 0.1607 -0.3161 0.4314
H 3.7717 4.9405 -0.7260 -0.1117 -0.1685 0.0659
H 3.7575 1.0421 0.3935 -0.0918 0.1241 0.0222
H -1.2611 3.0022 -4.4295 0.0488 0.0532 0.3260
H 1.8270 1.4365 2.9398 -0.0411 0.2523 0.0580
H -2.9768 -8.8548 0.0404 0.1575 0.5121 0.1645
Cl 2.1706 -0.7839 1.4907 0.2049 -0.2568 1.2259
H 1.6019 3.1787 2.6023 -0.1352 -0.2395 0.0265
N -0.4557 1.2052 1.6436 -0.3640 0.4546 1.1626
H -3.6044 1.9106 -3.8674 0.0490 0.1504 0.2684
H -4.2719 0.8202 2.6795 0.0418 0.3178 -0.0050
H 2.9439 -2.3933 -2.2001 -0.1598 -0.4120 0.1576
Cl -0.7758 -1.0170 -0.8252 -2.9530 -0.5796 0.5053



No. 3
71
Properties=species:S:1:pos:R:3:forces:R:3 method="wB97M-V/def2-TZVPD" total_charge=+1 orbital_gap_ev=8.99 e_above_lowest_kcal_mol=32.34
N 0.3199 -4.1750 -6.2795 0.4251 -0.8055 0.8542
C -0.3168 -3.9447 1.9498 -0.0068 -0.0239 -0.0134
H -0.0140 -4.0855 -7.2340 0.3809 0.0960 0.0500
H -0.9693 -0.7742 2.8941 -0.0128 -0.0199 0.0209
C 0.9218 -1.3644 3.2901 -0.0068 0.0157 0.0219
C -2.0234 6.3454 1.1375 0.0171 0.0269 -0.0210
H 1.9617 -4.6538 1.1706 0.0060 0.0124 0.0093
H 0.8358 -4.1049 -3.8069 -0.0319 -0.0103 0.1198
H 0.5070 -4.2870 2.5772 -0.0020 0.0010 0.0019
H 3.0292 -1.6707 3.1426 -0.0007 0.0079 -0.0091
H 2.5389 -2.3761 -0.7422 -0.0264 0.0030 0.0219
C -0.6358 -3.6228 -5.2946 0.3444 -0.1095 -0.1278
N 2.7357 -3.2734 -5.4278 -1.5026 -1.5981 0.1513
C 1.2137 2.3438 1.3037 0.0012 -0.0148 0.0238
H -4.0506 0.7618 -0.9647 0.0154 0.0054 0.0040
C -1.3024 8.3036 4.2282 -0.0299 -0.0066 0.0108
H 1.7864 -4.0449 -5.6473 1.5127 2.9696 -0.7838
C 0.6806 4.6564 1.1396 -0.0185 0.0054 0.0328
H 1.7079 -4.5433 -0.5462 0.0117 0.0078 -0.0031
Cl -2.1182 0.6636 -2.3083 -0.2006 0.0661 -0.1348
C -0.6066 4.2953 0.7573 0.0098 0.0139 -0.0123
N 2.2193 -1.6725 1.1736 -0.0253 -0.0124 0.0088
H -2.0832 8.8026 2.2835 0.0034 -0.0001 -0.0023
C -0.8807 2.9381 0.6437 0.0114 -0.0014 0.0061
H -1.3518 9.3115 4.6245 0.0102 0.0008 -0.0022
H 0.9469 5.7026 1.2169 0.0015 -0.0007 0.0001
H 0.5242 -5.1558 -6.1112 -0.8146 -0.3475 -0.1792
H -0.4410 5.3534 5.2076 -0.0391 -0.0076 0.0131
C 1.6085 -3.9794 0.3842 -0.0568 -0.0448 -0.0183
C -0.2538 -4.0501 -3.8686 -0.1447 0.0748 -0.2492
Cl -3.2148 -1.3866 -0.4964 -0.2731 -0.0058 -0.0773
H -0.3721 -4.0829 -0.1061 -0.0056 -0.0133 0.0102
H -1.2135 -3.1024 3.6879 -0.0027 -0.0002 -0.0025
N -0.3426 -1.5004 2.5729 0.0993 -0.0429 -0.0095
N -0.8462 7.3619 5.0485 -0.0220 -0.0076 0.0013
H 1.1038 -0.2918 3.3949 -0.0032 0.0006 -0.0101
C 2.6700 -2.1469 -5.0881 -0.0115 0.1120 0.0449
C -1.0300 -2.7833 2.6497 -0.0025 0.0158 0.0025
C 2.1364 -1.9929 2.5947 0.0300 -0.0179 0.0245
C -1.7059 8.0258 2.9342 0.0343 0.0091 -0.0069
N 1.5769 -0.3458 -2.6153 0.0041 0.0621 -0.1585
H -1.6574 -3.9171 -5.5396 -0.0818 0.0208 0.0936
H 1.9144 1.5454 1.5267 -0.0021 -0.0078 -0.0147
C 2.5605 -2.7746 0.2773 0.0218 0.0435 0.0795
H -2.7398 7.0265 0.6915 -0.0081 -0.0061 0.0048
N -0.7072 -3.1355 -2.8331 0.0855 -0.1185 0.2491
H -1.0236 -4.7807 1.9274 -0.0066 0.0090 -0.0156
C -1.5969 6.7089 2.5027 -0.0837 0.0039 0.0365
Rb -0.1105 -0.7713 -0.2830 0.3277 0.0133 0.1440
H -1.8673 2.6172 0.3222 -0.0013 0.0005 0.0046
H -0.1881 -2.2701 -2.9009 -0.0317 0.2058 -0.0584
C -0.8081 6.1317 4.5476 0.0976 0.0208 -0.0249
H -0.5708 -2.5349 -5.3649 -0.0171 0.0082 0.0153
H 2.8425 -0.8947 1.0029 0.0921 -0.0566 0.0673
H 3.5780 -3.1558 0.4471 0.0058 -0.0160 -0.0678
H 2.6134 3.9139 1.7201 -0.0020 0.0000 0.0044
C 1.6044 3.6682 1.4193 0.0135 -0.0161 0.0048
C -1.6368 5.2966 0.4139 0.0023 -0.0139 -0.0103
N -1.1543 5.7523 3.3249 0.0166 -0.0173 -0.0201
N 0.1974 -3.6542 0.6083 0.0490 0.0706 0.0340
H -2.0125 -2.6403 2.1903 0.0042 -0.0050 -0.0109
N 2.6750 -0.9169 -4.7592 -0.0440 -0.4789 -0.3797
H -1.6943 -2.9193 -2.9062 0.0028 -0.0594 -0.0470
C 2.0954 -0.6127 -3.6158 0.0012 -0.0766 0.3554
H 2.1125 -3.0746 2.7078 -0.0114 0.0001 0.0027
H -2.1058 5.1667 -0.5567 -0.0083 -0.0129 0.0058
H -4.2316 -0.3613 -2.3484 -0.0111 0.0123 0.0030
H 0.8717 -1.7750 4.3106 -0.0003 -0.0035 -0.0019
C -3.5776 -0.0087 -1.5609 -0.0406 -0.0226 -0.0168
N -0.0056 1.9709 0.9181 -0.0168 0.0647 -0.0248
H -0.6289 -5.0550 -3.6601 -0.0316 0.0221 -0.0247



It is found that the energy values, taken in the order of the records, are -203167.844, -112905.723, -65466.878 eV.